Record 1
Entry from the Open Molecules 2025 dataset: a cluster of 2 separate species, C7H10 in total at a distorted geometry (ωB97M-V with the def2-TZVPD basis set).

Output
Energy above the lowest of the compared OMol25 structures with the same formula, charge and spin in eV: 4.826
Maximum force in eV Å⁻¹: 2.22
HOMO level in eV: -8.98

CARTESIAN COORDINATES (ANGSTROEM)
C 2.1005 1.2255 -1.2467
C -2.3452 0.4485 0.7021
C 1.0276 0.7427 -0.3802
C 1.0029 -1.7302 -0.5677
C -0.9193 0.2625 1.2178
C 0.1154 -2.3102 0.0417
C 0.0956 0.8469 0.4067
H 1.9346 -1.6395 -1.0677
H -0.8301 0.5770 2.2619
H 1.9935 0.8109 -2.2541
H 3.0792 0.9354 -0.8466
H 2.0728 2.3158 -1.3200
H -3.0477 -0.0948 1.3334
H -2.6293 1.4994 0.6935
H -2.4212 0.0628 -0.3148
H -0.5908 -3.0799 0.2292
H -0.6383 -0.8729 1.1117

Here are the Mulliken charges for atoms 1 to 5, given in e: C -1.36; C -1.06; C 0.27; C -0.39; C 0.10

Record 2
Entry from the Open Molecules 2025 dataset: a cluster of 2 separate species, C7H10 in total at a distorted geometry (ωB97M-V with the def2-TZVPD basis set).

Output
Energy above the lowest of the compared OMol25 structures with the same formula, charge and spin in eV: 6.143
Maximum force in eV Å⁻¹: 1.02
HOMO level in eV: -7.65

CARTESIAN COORDINATES (ANGSTROEM)
C -0.5872 -1.1347 1.0998
C -0.7153 -1.2570 -0.3825
C -1.4679 -0.1610 0.3384
C -0.7744 1.0903 -0.1429
C 0.4800 1.0322 -0.6344
C 1.5568 -0.0165 -0.7196
C 0.2843 -0.4912 -1.2091
H -1.1054 -1.8978 1.6755
H 0.3510 -0.8190 1.5525
H -1.2020 -2.1180 -0.8279
H -2.5254 -0.1398 0.5861
H -1.3537 1.9969 -0.2468
H 1.3929 2.1349 1.4935
H 1.4123 2.4058 0.7998
H 2.4062 0.1924 -1.3605
H 1.8302 -0.4719 0.2322
H 0.0174 -0.3455 -2.2541

Here are the Mulliken charges for atoms 1 to 5, given in e: C -0.76; C -0.55; C 0.13; C -0.64; C -0.29

Record 3
Entry from the Open Molecules 2025 dataset: the molecule C7H10 (ωB97M-V with the def2-TZVPD basis set).

Output
Energy above the lowest of the compared OMol25 structures with the same formula, charge and spin in eV: 1.144
Maximum force in eV Å⁻¹: 0.65
HOMO level in eV: -8.71

CARTESIAN COORDINATES (ANGSTROEM)
C -1.7818 0.5561 -0.0547
C -1.0120 -0.7254 -0.2012
C 0.3674 -0.8347 -0.7921
C 1.2321 0.4122 -0.9320
C 1.3787 0.9043 0.4898
C 0.8415 0.0590 1.3683
C 0.1686 -1.0789 0.6902
H -2.5449 0.6245 -0.8322
H -2.3318 0.5926 0.9108
H -1.1496 1.4474 -0.1174
H -1.6424 -1.5874 -0.4116
H 0.5614 -1.6606 -1.4688
H 0.7682 1.1667 -1.5758
H 2.2072 0.1734 -1.3866
H 1.8677 1.8393 0.7384
H 0.8499 0.1854 2.4575
H 0.2197 -2.0740 1.1173

Here are the Mulliken charges for atoms 1 to 5, given in e: C -1.38; C -0.02; C -0.33; C -0.77; C -0.52

Record 4
Entry from the Open Molecules 2025 dataset: the molecule C7H10 at a distorted geometry (ωB97M-V with the def2-TZVPD basis set).

Output
Energy above the lowest of the compared OMol25 structures with the same formula, charge and spin in eV: 4.940
Maximum force in eV Å⁻¹: 4.00
HOMO level in eV: -8.20

CARTESIAN COORDINATES (ANGSTROEM)
C -1.3862 1.3651 -0.5822
C 0.0836 0.8587 -0.6315
C 0.9836 1.5992 -1.3564
C 0.9288 0.1952 1.5710
C 0.5932 -0.2133 0.3058
C 0.1617 -1.5890 -0.1051
C -0.0754 -2.6952 0.7326
H -1.5871 2.4546 -0.2729
H -1.8984 1.0947 -1.6125
H -1.9174 0.7547 0.1756
H 1.9837 1.5003 -1.0303
H 0.6306 2.1951 -2.2697
H 1.0854 -0.5847 2.3243
H 0.6124 1.2486 1.9080
H 0.2731 -1.8468 -1.2208
H 0.4564 -3.6206 0.6867
H -0.9282 -2.7167 1.3775

Here are the Mulliken charges for atoms 1 to 5, given in e: C -1.09; C 0.45; C -0.79; C -0.72; C 0.22

Record 5
Entry from the Open Molecules 2025 dataset: the molecule C7H10 (ωB97M-V with the def2-TZVPD basis set).

Output
Energy above the lowest of the compared OMol25 structures with the same formula, charge and spin in eV: 2.541
Maximum force in eV Å⁻¹: 0.29
HOMO level in eV: -9.07

CARTESIAN COORDINATES (ANGSTROEM)
C -0.0995 1.5185 0.8152
C -0.5748 0.2118 1.3573
C -1.2163 0.8056 0.1090
C -0.7541 -0.4026 -0.7239
C 0.5991 -0.3182 -1.4689
C 1.3111 -0.8973 -0.2118
C -0.0509 -0.9790 0.5298
H -0.4199 2.3910 1.3798
H 0.8963 1.6175 0.3879
H -1.0057 0.1193 2.3503
H -2.1858 1.2837 0.0014
H -1.5723 -0.9426 -1.2066
H 0.8983 0.6897 -1.7744
H 0.6595 -0.9731 -2.3438
H 1.7295 -1.8924 -0.3904
H 2.0908 -0.2775 0.2427
H -0.3053 -1.9545 0.9465

Here are the Mulliken charges for atoms 1 to 5, given in e: C -0.59; C -0.40; C -0.43; C -0.04; C -0.77

Record 6
Entry from the Open Molecules 2025 dataset: the molecule C7H10 at a distorted geometry (ωB97M-V with the def2-TZVPD basis set).

Output
Energy above the lowest of the compared OMol25 structures with the same formula, charge and spin in eV: 2.719
Maximum force in eV Å⁻¹: 2.63
HOMO level in eV: -8.57

CARTESIAN COORDINATES (ANGSTROEM)
C -1.1189 -0.7673 1.4325
C -0.7993 0.4591 0.6120
C -1.4345 1.6303 0.7844
C -0.2552 0.2847 -1.7429
C 0.2006 0.2900 -0.4783
C 1.4847 -0.3928 -0.0810
C 2.3865 -0.8961 -0.9384
H -2.0081 -0.5494 2.0116
H -0.2829 -0.8429 2.1505
H -1.1440 -1.7234 0.9162
H -1.0588 2.5417 0.3419
H -2.4128 1.5704 1.2594
H 0.2260 -0.2685 -2.5417
H -1.0578 0.9733 -1.9720
H 1.6931 -0.5472 0.9768
H 3.4538 -0.8931 -0.7341
H 2.1277 -0.8688 -1.9970

Here are the Mulliken charges for atoms 1 to 5, given in e: C -1.28; C 0.66; C -0.89; C -0.84; C 0.55

Record 7
Entry from the Open Molecules 2025 dataset: the molecule C7H10 (ωB97M-V with the def2-TZVPD basis set).

Output
Energy above the lowest of the compared OMol25 structures with the same formula, charge and spin in eV: 2.604
Maximum force in eV Å⁻¹: 0.67
HOMO level in eV: -9.20

CARTESIAN COORDINATES (ANGSTROEM)
C 2.0445 0.3971 -0.0656
C 1.0067 -0.5921 0.4691
C -0.4354 -0.1475 0.2341
C -1.2429 -0.7895 -0.8755
C -1.5437 -1.1232 0.5536
C -0.6947 1.2807 0.2476
C -0.9028 2.4254 -0.0717
H 1.8424 0.6540 -1.1135
H 3.0530 -0.0275 0.0063
H 2.0252 1.3306 0.5113
H 1.1315 -1.5696 -0.0175
H 1.1731 -0.7510 1.5429
H -1.9316 -0.1196 -1.3844
H -0.7560 -1.5190 -1.5142
H -1.2115 -2.0963 0.9107
H -2.4686 -0.7606 0.9951
H -1.0892 3.4082 -0.4283

Here are the Mulliken charges for atoms 1 to 5, given in e: C -1.24; C -0.56; C 1.12; C -0.83; C -0.71

Record 8
Entry from the Open Molecules 2025 dataset: the molecule C7H10 at a distorted geometry (ωB97M-V with the def2-TZVPD basis set).

Output
Energy above the lowest of the compared OMol25 structures with the same formula, charge and spin in eV: 2.672
Maximum force in eV Å⁻¹: 2.71
HOMO level in eV: -8.45

CARTESIAN COORDINATES (ANGSTROEM)
C 0.2221 1.4537 -0.5297
C -0.4143 2.4722 0.1448
C 0.5907 -0.2292 1.2090
C 0.0285 0.0463 0.0176
C -0.6754 -0.9004 -0.8664
C -0.4902 -1.0475 -2.1841
C 0.6630 -1.5158 1.9313
H 0.5962 1.4007 -1.5981
H -0.8604 2.2507 1.1362
H -0.5229 3.5052 -0.2607
H 0.9733 0.6072 1.7903
H -1.1357 -1.7949 -0.3905
H -1.0117 -1.6671 -2.8977
H 0.2821 -0.3862 -2.5207
H 0.8392 -1.3406 3.0167
H 1.5518 -2.0638 1.6512
H -0.2587 -2.1867 1.7389

Here are the Mulliken charges for atoms 1 to 5, given in e: C -0.19; C -0.72; C -0.29; C 0.53; C -0.21

Record 9
Entry from the Open Molecules 2025 dataset: a structure of composition C7H10 (ωB97M-V with the def2-TZVPD basis set).

Output
Energy above the lowest of the compared OMol25 structures with the same formula, charge and spin in eV: 6.415
Maximum force in eV Å⁻¹: 0.47
HOMO level (spin up / spin down) in eV: -7.92 / -7.93

CARTESIAN COORDINATES (ANGSTROEM)
C -1.3359 -0.3720 0.8396
C -0.0363 -1.2199 0.7475
C 0.2296 -1.2353 -0.5940
C 0.7242 0.1896 -0.7294
C 1.8823 0.2717 0.2712
C 0.7961 -0.0404 1.2832
C -0.2822 0.7339 0.4740
H -2.1563 -0.5946 0.1538
H -1.7169 -0.1930 1.8539
H -2.1205 0.0546 -2.5585
H -1.8032 0.6829 -2.3190
H -0.4322 -1.6986 -1.3231
H 0.7741 0.6504 -1.7193
H 2.6988 -0.4444 0.1300
H 2.2692 1.2883 0.3855
H 0.8821 0.0707 2.3665
H -0.4702 1.8032 0.6633

Here are the Mulliken charges for atoms 1 to 5, given in e: C -0.59; C -0.01; C -0.44; C -0.44; C -0.63

Record 10
Entry from the Open Molecules 2025 dataset: the molecule C7H10 at a distorted geometry (ωB97M-V with the def2-TZVPD basis set).

Output
Energy above the lowest of the compared OMol25 structures with the same formula, charge and spin in eV: 2.946
Maximum force in eV Å⁻¹: 1.12
HOMO level in eV: -9.89

CARTESIAN COORDINATES (ANGSTROEM)
C -1.2875 1.1838 0.2615
C -1.0976 -0.3337 0.2055
C -1.2171 -0.9210 -1.1994
C 0.1078 -0.9083 -0.4754
C 1.3876 -0.1004 -0.5775
C 1.8774 0.0928 0.7925
C 2.2735 0.2712 1.9152
H -2.3376 1.4857 0.1337
H -0.9497 1.5257 1.2392
H -0.7263 1.7650 -0.4894
H -1.2925 -0.8386 1.1674
H -1.6383 -1.8941 -1.4525
H -1.4784 -0.1923 -1.9704
H 0.3467 -1.9002 -0.0923
H 1.2504 0.8897 -1.0227
H 2.1738 -0.6197 -1.1396
H 2.8002 0.5501 2.7979

Here are the Mulliken charges for atoms 1 to 5, given in e: C -1.46; C 0.24; C -0.70; C -0.14; C -0.74

Record 11
Entry from the Open Molecules 2025 dataset: a structure of composition C7H10 (ωB97M-V with the def2-TZVPD basis set).

Output
Energy above the lowest of the compared OMol25 structures with the same formula, charge and spin in eV: 5.452
Maximum force in eV Å⁻¹: 0.24
HOMO level in eV: -7.51

CARTESIAN COORDINATES (ANGSTROEM)
C 1.2537 -0.3613 1.0764
C 1.2491 0.6100 -0.0593
C 1.1719 -0.8680 -0.3426
C -0.1775 -0.9216 -1.0530
C -1.3714 -0.8377 -0.0793
C -1.3609 0.6815 0.1981
C -0.1070 1.0443 -0.6116
H 2.2186 -0.4948 1.5579
H 0.4110 -0.4376 1.7578
H 2.1250 1.2225 -0.2552
H 1.9944 -1.4608 -0.7362
H -0.2455 0.2913 -1.6117
H -1.1994 -1.4455 0.8161
H -2.3060 -1.1804 -0.5357
H -2.2390 1.1644 -0.2417
H -1.3085 0.9853 1.2502
H -0.1082 2.0083 -1.1302

Here are the Mulliken charges for atoms 1 to 5, given in e: C -0.72; C -0.39; C -0.08; C -0.36; C -0.58

Record 12
Entry from the Open Molecules 2025 dataset: a cluster of 2 separate species, C7H10 in total (ωB97M-V with the def2-TZVPD basis set).

Output
Energy above the lowest of the compared OMol25 structures with the same formula, charge and spin in eV: 2.214
Maximum force in eV Å⁻¹: 0.18
HOMO level in eV: -8.05

CARTESIAN COORDINATES (ANGSTROEM)
C 0.9261 -1.2533 0.1875
C 1.5234 -1.7239 -0.9105
C -0.1581 -0.2701 0.2179
C -1.0670 -0.1043 1.4105
C -1.9977 0.9956 0.9938
C -1.6715 1.4024 -0.2451
C -0.5275 0.6236 -0.7263
H 2.6247 0.8352 -1.0596
H 1.2523 -1.6259 1.1595
H 2.3346 -2.4435 -0.8471
H 1.2152 -1.4155 -1.9071
H -1.6068 -1.0351 1.6368
H -0.4996 0.1550 2.3159
H -2.7973 1.3813 1.6164
H -2.1626 2.1858 -0.8135
H -0.0470 0.7683 -1.6892
H 2.6589 1.5244 -1.3397

Here are the Mulliken charges for atoms 1 to 5, given in e: C -0.16; C -0.85; C 0.40; C -0.61; C -0.54